# 1
A structure of composition C17H28AlBeCl3CsF7LiN2O10, computed with ωB97M-V/def2-TZVPD.

Each line ends with the Mulliken charge.
Element x y z (Å)
C (3.9417, -2.1271, 0.9616)  -0.31
C (3.2597, -0.6123, 0.7735)  -0.22
C (1.7706, -0.6970, 1.4531)  -0.25
N (1.2352, 0.6085, 1.9970)  -0.12
Al (0.7705, 1.8678, 0.6181)  0.19
O (0.2972, 3.4905, 1.5305)  -0.46
F (2.2598, 2.3651, -0.5018)  -0.60
C (-0.9128, 1.3531, -0.4730)  0.68
F (-1.9718, 2.3909, -0.4282)  -0.24
F (-0.4646, 1.2890, -1.9144)  -0.19
C (-1.3971, -0.1342, 0.0194)  0.20
C (-1.2678, -1.3992, -1.0550)  0.12
C (-1.7102, -2.8997, -0.5337)  -0.55
C (-2.2665, -3.0674, 1.0251)  -0.52
C (-2.3797, -1.7827, 2.0673)  -0.23
C (-2.8916, -1.9933, 3.6172)  0.82
F (-4.1746, -2.7381, 3.6656)  -0.20
F (-1.8302, -2.8051, 4.3225)  -0.29
F (-2.9234, -0.6828, 4.3372)  -0.24
C (-1.9428, -0.2865, 1.5585)  -0.36
H (5.0694, -2.1590, 0.6429)  -0.22
H (3.2727, -2.9419, 0.4058)  -0.02
H (3.8362, -2.3729, 2.1210)  0.28
H (3.9431, 0.2503, 1.1706)  0.30
H (3.0913, -0.5051, -0.3960)  0.23
H (1.8692, -1.4288, 2.3911)  0.33
H (1.0708, -1.2463, 0.6932)  0.04
H (0.4856, 0.4790, 2.7114)  0.29
H (0.0122, 3.1603, 2.4493)  0.14
H (-0.8500, -1.2636, -2.1573)  -0.43
H (-1.5925, -3.8211, -1.2790)  0.50
H (-2.5727, -4.1157, 1.4719)  0.35
H (-1.9874, 0.7002, 2.2262)  0.59
O (0.3177, 3.1700, 4.8239)  -0.43
H (0.3841, 2.3745, 5.4113)  0.47
H (1.2134, 3.4938, 4.5501)  0.47
H (-0.2136, 3.8906, 5.2487)  0.46
O (-3.4148, -3.7919, 6.6281)  -0.62
H (-4.2324, -3.3621, 6.3351)  0.31
H (-2.7766, -3.5817, 5.9299)  0.39
C (2.4869, -5.2343, -1.4454)  -0.32
Cl (3.5531, -4.7658, -2.7753)  -0.14
Cl (1.1612, -4.0803, -1.2562)  -0.07
H (2.0709, -6.2229, -1.6543)  0.35
H (3.0660, -5.2659, -0.5193)  0.21
C (-2.8455, 4.7620, 2.0400)  0.84
O (-3.4835, 3.7575, 2.4370)  -0.62
O (-2.7589, 4.7714, 0.7175)  -0.44
O (-2.3085, 5.7036, 2.6653)  -0.60
H (-3.2655, 3.9362, 0.6564)  0.31
Be (-0.2324, 0.3562, -3.9668)  0.39
C (-2.2653, 4.4247, -4.2307)  -1.00
C (-1.8219, 4.2150, -5.6752)  -0.15
C (-2.9133, 4.5639, -6.6891)  -0.40
C (-4.1278, 3.6788, -6.4613)  0.15
N (-5.1354, 2.9445, -6.2723)  -0.52
H (-3.1049, 3.7740, -3.9670)  0.18
H (-1.4456, 4.1908, -3.5440)  0.27
H (-2.5673, 5.4644, -4.0601)  0.37
H (-1.5152, 3.1697, -5.8037)  0.23
H (-0.9404, 4.8355, -5.8701)  0.35
H (-2.5424, 4.4102, -7.7079)  0.30
H (-3.2089, 5.6141, -6.5902)  0.30
F (5.4646, -0.3578, 2.2672)  -0.75
Li (-5.3354, 4.6344, -4.6937)  0.91
O (7.3569, -5.0974, -0.8675)  -0.61
Cl (6.4647, -6.2271, -0.6937)  1.65
O (6.9920, -7.1062, 0.3318)  -0.59
O (6.3554, -6.9536, -1.9438)  -0.58
O (5.1542, -5.7512, -0.2953)  -0.59
Cs (7.3646, -1.2128, 1.4492)  0.93

The largest force on an atom comes out at 9.606 eV Å⁻¹. The value obtained for the LUMO energy is -8.52 eV. Its charge is +1. The HOMO energy comes out at -9.9 eV. As for the molar mass: 835.60 g/mol.



# 2
An isolated molecule of C8H12N6, computed with ωB97M-V/def2-TZVPD.

Each line ends with the Mulliken charge.
Element x y z (Å)
N (-1.0650, -0.0240, -1.3378)  -0.62
N (0.8385, -1.1911, -2.1282)  -0.58
N (-0.5526, 0.6255, 0.7958)  -0.68
C (0.0936, -0.4868, -1.1799)  0.45
C (2.0168, -1.5803, -1.6360)  -0.15
C (-1.4306, 0.7025, -0.1383)  0.25
C (0.5363, -0.0640, 0.1272)  0.73
C (1.8657, -0.3380, 0.3923)  -0.14
N (2.3252, 0.3231, 1.5764)  -0.52
N (2.6617, -1.1862, -0.4308)  0.02
N (-2.7433, 1.0513, 0.1050)  0.15
C (3.9365, -1.7592, -0.0804)  -1.05
C (-3.2332, 1.1081, 1.4655)  -0.90
C (-3.6921, 1.3772, -0.9104)  -1.06
H (2.6828, -2.1017, -2.2586)  0.48
H (1.4698, 0.7617, 1.9878)  0.30
H (3.2149, 0.6970, 1.5334)  0.20
H (4.8044, -1.3018, -0.4918)  0.30
H (4.0402, -1.6413, 0.9822)  0.41
H (3.9393, -2.8510, -0.3608)  0.37
H (-4.2245, 1.5983, 1.4624)  0.33
H (-2.6092, 1.7624, 2.1411)  0.26
H (-3.1677, 0.1461, 1.8864)  0.32
H (-3.7167, 0.6138, -1.6433)  0.36
H (-4.6288, 1.5020, -0.5386)  0.39
H (-3.3619, 2.2567, -1.3203)  0.37

The largest force on an atom comes out at 5.217 eV Å⁻¹. The value obtained for the LUMO energy is 0.54 eV. Its charge is 0. The energy above the lowest of the compared OMol25 structures with the same formula, charge and spin comes out at 20.0 kcal per mole. The HOMO energy comes out at -7.3 eV. As for the molar mass: 192.23 g/mol. As for the SMILES: CN(C)c1nc2ncn(C)c(N)c-2n1.



# 3
The ion C2H7N4 with charge +1, computed with ωB97M-V/def2-TZVPD.

Each line ends with the Mulliken charge.
Element x y z (Å)
C (1.1073, 0.4680, 0.0168)  -0.16
C (-0.8973, -0.8031, -0.2015)  -0.39
N (-1.1185, 1.5629, -0.1026)  -0.52
N (0.5226, -0.7298, -0.0411)  -0.11
N (2.4056, 0.6534, 0.0946)  -0.24
N (-1.6969, 0.4347, 0.3068)  0.19
H (-1.3098, -0.9766, -1.2677)  0.27
H (-1.4018, -1.6140, 0.2540)  0.45
H (1.1207, -1.6144, -0.2038)  0.32
H (2.6411, 1.6420, -0.0052)  0.29
H (3.0466, -0.0307, -0.0659)  0.21
H (-2.5896, 0.4567, -0.0883)  0.35
H (-1.8301, 0.5510, 1.3038)  0.33

The largest force on an atom comes out at 4.426 eV Å⁻¹. The value obtained for the LUMO energy (alpha / beta) is -5.30 / -4.83 eV. Its charge is +1. The energy above the lowest of the compared OMol25 structures with the same formula, charge and spin comes out at 175.9 kcal per mole. The HOMO energy (alpha / beta) comes out at -13.3 / -13.1 eV. As for the molar mass: 87.11 g/mol.



# 4
A structure of composition BrCa3, computed with ωB97M-V/def2-TZVPD.

Each line ends with the Mulliken charge.
Element x y z (Å)
Ca (2.7794, 0.2761, 0.3925)  1.83
Ca (-2.7428, 0.0401, 1.0775)  1.86
Ca (-0.1366, 0.4521, -2.0594)  1.88
Br (0.0999, -0.7683, 0.5894)  -0.57

The largest force on an atom comes out at 3.019 eV Å⁻¹. The value obtained for the LUMO energy is -21.84 eV. Its charge is +5. The energy above the lowest of the compared OMol25 structures with the same formula, charge and spin comes out at 0.0 kcal per mole. The HOMO energy comes out at -31.8 eV. As for the molar mass: 200.14 g/mol.



# 5
An isolated molecule of C13H9N3OS, computed with ωB97M-V/def2-TZVPD.

Each line ends with the Mulliken charge.
Element x y z (Å)
O (-2.1525, -0.5426, 0.4325)  -0.64
N (-0.1258, 0.7041, -1.4003)  -0.51
N (-0.5078, 0.6826, 1.0316)  -0.46
S (0.5939, 2.8854, 0.0240)  -0.08
C (-1.0649, -0.5321, 1.1128)  0.59
C (0.1049, 1.7723, -2.1399)  0.40
C (0.2082, 1.4704, -3.5283)  -0.45
C (0.7944, 2.4501, -4.3639)  -0.36
C (0.9761, 3.7574, -3.7440)  -0.45
C (0.6676, 3.9819, -2.4251)  -0.27
C (-0.0142, 1.1776, -0.0583)  0.51
C (0.1089, -3.9523, 3.4399)  -0.30
C (-0.9976, -4.0869, 2.5678)  -0.65
C (0.6244, -2.6949, 3.7460)  -0.59
C (-1.3719, -2.9479, 1.8797)  0.02
C (0.2984, -1.6141, 2.9370)  -0.07
C (-0.6878, -1.7044, 1.9292)  -0.10
N (0.3276, 2.9716, -1.5971)  0.10
H (-0.0928, 0.4997, -3.8179)  0.47
H (1.0596, 2.2611, -5.4013)  0.40
H (1.4723, 4.5009, -4.3051)  0.39
H (1.0435, 4.8587, -1.9491)  0.33
H (0.5031, -4.7193, 4.0950)  0.33
H (-1.5248, -4.9987, 2.4276)  0.42
H (1.3477, -2.5805, 4.5927)  0.31
H (-2.3259, -2.9734, 1.3090)  0.35
H (0.7355, -0.6267, 3.2053)  0.32

The largest force on an atom comes out at 6.920 eV Å⁻¹. The value obtained for the LUMO energy is -0.31 eV. Its charge is 0. The energy above the lowest of the compared OMol25 structures with the same formula, charge and spin comes out at 34.3 kcal per mole. The HOMO energy comes out at -8.1 eV. As for the molar mass: 255.30 g/mol. As for the SMILES: O=C(/N=c1\nc2ccccn2s1)c1ccccc1.



# 6
A structure of composition C32H16BrF15GeN3ORuS, computed with ωB97M-V/def2-TZVPD.

Each line ends with the Mulliken charge.
Element x y z (Å)
Ru (-0.1416, 1.5283, 0.0134)  0.64
C (3.8833, 1.9017, -1.6746)  -1.34
C (2.7491, 2.2985, -0.7873)  0.44
O (1.8786, 1.4553, -0.4684)  -0.25
N (2.6989, 3.5576, -0.3588)  0.07
C (1.5968, 4.0297, 0.4528)  -0.98
C (0.4401, 4.4027, -0.4288)  1.11
C (0.2340, 5.6893, -0.8794)  -0.94
C (-0.7777, 5.9376, -1.7957)  -0.31
C (-1.5562, 4.8843, -2.2453)  -0.93
C (-1.3154, 3.6230, -1.7462)  -0.29
N (-0.3399, 3.3893, -0.8503)  0.44
H (3.6999, 0.9090, -2.0753)  0.20
H (4.8152, 1.8834, -1.1053)  0.36
H (3.9942, 2.6161, -2.4910)  0.45
H (3.3783, 4.2172, -0.7040)  0.29
H (1.9261, 4.8618, 1.0688)  0.70
H (1.3045, 3.2200, 1.1124)  -0.16
H (0.8570, 6.4942, -0.5087)  0.51
H (-0.9449, 6.9418, -2.1639)  0.44
H (-2.3436, 5.0318, -2.9721)  0.46
H (-1.8942, 2.7722, -2.0677)  0.57
C (-0.0118, 2.0430, 5.8132)  -1.37
C (-0.8049, 2.0605, 4.5321)  0.16
C (-2.1929, 2.1438, 4.5120)  -0.32
C (-2.8912, 2.1238, 3.3097)  -0.80
C (-2.1386, 2.0294, 2.1683)  0.26
Br (-2.9041, 1.8424, 0.4499)  -0.02
N (-0.8178, 1.9889, 2.1380)  0.38
C (-0.1608, 1.9933, 3.3073)  -0.40
H (-0.6659, 2.0625, 6.6813)  0.39
H (0.6538, 2.9064, 5.8701)  0.35
H (0.6110, 1.1489, 5.8690)  0.32
H (-2.7439, 2.2075, 5.4430)  0.43
H (-3.9710, 2.1572, 3.2692)  0.50
H (0.9193, 1.9418, 3.2507)  0.61
F (2.4919, -1.4635, -1.6612)  -0.22
C (2.1067, -2.4257, -2.5198)  0.41
C (0.8090, -2.9146, -2.4701)  0.03
C (0.4669, -3.9226, -3.3611)  0.32
F (-0.7535, -4.4592, -3.3411)  -0.27
C (1.3726, -4.4091, -4.2797)  0.10
F (1.0339, -5.3704, -5.1245)  -0.26
C (2.6498, -3.8832, -4.3147)  0.74
F (3.5176, -4.3299, -5.2022)  -0.27
C (3.0292, -2.8938, -3.4254)  -0.10
F (4.2664, -2.4082, -3.4548)  -0.28
Ge (-0.3759, -2.2009, -1.1286)  0.12
S (-0.5234, -0.0024, -1.6126)  -0.36
C (-2.1695, -2.8826, -1.1563)  -0.06
C (-2.7797, -3.5579, -0.1096)  0.40
F (-2.1469, -3.7351, 1.0561)  -0.27
C (-4.0608, -4.0544, -0.2269)  0.13
F (-4.6292, -4.7075, 0.7774)  -0.27
C (-4.7602, -3.8534, -1.4020)  0.58
F (-5.9920, -4.3111, -1.5148)  -0.27
C (-4.1868, -3.1644, -2.4572)  0.18
F (-4.8776, -2.9591, -3.5693)  -0.26
C (-2.9026, -2.6961, -2.3186)  0.44
F (-2.3429, -2.0307, -3.3388)  -0.35
C (0.5089, -2.5008, 0.5777)  -0.84
C (0.7749, -1.5555, 1.5310)  -0.70
F (0.4415, -0.2317, 1.3307)  1.05
C (1.3774, -1.8399, 2.7337)  -0.03
F (1.5974, -0.8778, 3.6338)  -0.27
C (1.7506, -3.1416, 3.0006)  0.58
F (2.3266, -3.4340, 4.1505)  -0.27
C (1.5190, -4.1322, 2.0640)  0.14
F (1.8865, -5.3736, 2.3172)  -0.26
C (0.8996, -3.7988, 0.8764)  0.79
F (0.6507, -4.7726, 0.0019)  -0.36

The largest force on an atom comes out at 1.278 eV Å⁻¹. The value obtained for the LUMO energy (alpha / beta) is -7.01 / -7.58 eV. Its charge is +2. The energy above the lowest of the compared OMol25 structures with the same formula, charge and spin comes out at 15.4 kcal per mole. Its multiplicity is 2. The HOMO energy (alpha / beta) comes out at -13.9 / -13.9 eV. The expectation value of S² is 0.76. As for the molar mass: 1029.12 g/mol.



DFT total energy
In order: -105844.5165 -17429.3510 -8134.6176 -125291.9268 -30977.5086 -220683.3535
Unit: eV